1.
# C4H11N2

A 2-piece molecular cluster, C4H11N2 overall (ωB97M-V/def2-TZVPD, the Open Molecules 2025 dataset).

Values from the calculation:
* DFT total energy: -268.2281 Eh
* largest force on an atom: 0.880 eV Å⁻¹
* lowest unoccupied orbital energy: -3.13 eV
* HOMO: -0.49310 Ha
* ΔE to the lowest compared entry with this formula, charge and spin: 48.2 kcal per mole
* charge: +1
* orbital gap: 10.2892 eV

Last columns: bonded neighbours and bond lengths (Å).
CARTESIAN COORDINATES (ANGSTROEM)
1 C 1.315 -1.935 -1.251  C2 1.319, H4 1.083, H5 1.078
2 C 1.360 -1.516 0.000  C1 1.319, N3 1.435, H6 1.083
3 N 1.705 -0.201 0.459  C2 1.435, H7 1.017, H8 1.014
4 H 1.661 -1.332 -2.080  C1 1.083
5 H 0.899 -2.909 -1.451  C1 1.078
6 H 1.012 -2.163 0.795  C2 1.083
7 H 2.222 0.332 -0.236  N3 1.017
8 H 2.264 -0.238 1.303  N3 1.014
9 C -1.469 1.067 -0.272  C10 1.319, N11 1.457, H12 1.082
10 C -2.703 0.783 0.096  C9 1.319, H13 1.079, H14 1.083
11 N -0.416 1.358 0.692  C9 1.457, H15 1.017, H16 1.208, H17 1.019
12 H -1.144 1.133 -1.302  C9 1.082
13 H -3.504 0.744 -0.625  C10 1.079
14 H -2.930 0.613 1.142  C10 1.083
15 H -0.798 1.505 1.623  N11 1.017
16 H 0.469 0.535 0.670  N11 1.208
17 H 0.057 2.224 0.439  N11 1.019

=====

2.
# C4H11N2

A 2-piece molecular cluster, C4H11N2 overall (ωB97M-V/def2-TZVPD, the Open Molecules 2025 dataset).

Values from the calculation:
* DFT total energy: -268.2002 Eh
* largest force on an atom: 3.397 eV Å⁻¹
* lowest unoccupied orbital energy: -5.44 eV
* HOMO: -0.44899 Ha
* ΔE to the lowest compared entry with this formula, charge and spin: 65.7 kcal per mole
* charge: +1
* orbital gap: 6.7755 eV

Last columns: bonded neighbours and bond lengths (Å).
CARTESIAN COORDINATES (ANGSTROEM)
1 C 2.081 -1.545 0.544  C2 1.364, H4 1.097, H5 1.071
2 C 1.392 -0.370 0.610  C1 1.364, N3 1.448, H6 1.083
3 N 1.635 0.809 -0.194  C2 1.448, H7 1.051, H8 1.038
4 H 2.878 -1.631 -0.205  C1 1.097
5 H 1.872 -2.382 1.179  C1 1.071
6 H 0.607 -0.156 1.325  C2 1.083
7 H 2.554 0.737 -0.699  N3 1.051
8 H 1.644 1.711 0.318  N3 1.038
9 C -1.865 -0.573 0.309  N11 1.456, H12 1.080, H13 1.092, H14 1.102
10 C -1.581 1.556 -0.870  N11 1.297, H15 1.047, H16 1.092
11 N -1.330 0.290 -0.734  C9 1.456, C10 1.297, H17 1.014
12 H -1.202 -1.425 0.323  C9 1.080
13 H -2.891 -0.936 0.212  C9 1.092
14 H -1.762 -0.039 1.268  C9 1.102
15 H -1.901 2.151 -0.070  C10 1.047
16 H -1.345 1.965 -1.855  C10 1.092
17 H -0.787 -0.163 -1.460  N11 1.014

=====

3.
# C4H11N2

A 2-piece molecular cluster, C4H11N2 overall (ωB97M-V/def2-TZVPD, the Open Molecules 2025 dataset).

Values from the calculation:
* DFT total energy: -268.1742 Eh
* largest force on an atom: 3.083 eV Å⁻¹
* lowest unoccupied orbital energy: -4.63 eV
* HOMO: -0.53286 Ha
* ΔE to the lowest compared entry with this formula, charge and spin: 82.0 kcal per mole
* charge: +1
* orbital gap: 9.8706 eV

Last columns: bonded neighbours and bond lengths (Å).
CARTESIAN COORDINATES (ANGSTROEM)
1 C 0.597 -0.979 2.221  C2 1.480, N6 1.455, H7 1.080, H8 1.086
2 C 1.569 -0.960 1.105  C1 1.480, N6 1.430, H9 1.112, H10 1.115
3 C -0.594 -0.399 -1.804  N5 1.414, H11 1.063, H12 1.075, H13 1.123
4 C -1.596 1.644 -1.232  N5 1.283, H14 1.121, H15 1.119
5 N -0.882 0.637 -0.886  C3 1.414, C4 1.283, H16 1.050
6 N 0.624 0.103 1.247  C1 1.455, C2 1.430, H17 0.994
7 H -0.137 -1.772 2.241  C1 1.080
8 H 1.144 -1.040 3.157  C1 1.086
9 H 2.613 -0.675 1.360  C2 1.112
10 H 1.591 -1.512 0.136  C2 1.115
11 H -0.856 -0.095 -2.788  C3 1.063
12 H 0.393 -0.825 -1.764  C3 1.075
13 H -1.280 -1.238 -1.511  C3 1.123
14 H -1.987 1.775 -2.275  C4 1.121
15 H -2.160 2.491 -0.765  C4 1.119
16 H -0.521 0.477 0.087  N5 1.050
17 H 0.995 0.923 1.669  N6 0.994

=====

4.
# C4H11N2

A 2-piece molecular cluster, C4H11N2 overall (ωB97M-V/def2-TZVPD, the Open Molecules 2025 dataset).

Values from the calculation:
* DFT total energy: -268.1613 Eh
* largest force on an atom: 3.773 eV Å⁻¹
* lowest unoccupied orbital energy: -6.87 eV
* HOMO: -0.51462 Ha
* ΔE to the lowest compared entry with this formula, charge and spin: 90.1 kcal per mole
* charge: +1
* orbital gap: 7.1311 eV

Last columns: bonded neighbours and bond lengths (Å).
CARTESIAN COORDINATES (ANGSTROEM)
1 C -0.161 -0.384 2.609  C2 1.544, H7 1.128, H8 1.083, H16 1.090
2 C -0.548 -0.660 1.140  C1 1.544, C3 1.388, H9 1.080
3 C 0.282 -0.530 0.035  C2 1.388, C4 1.396, H11 1.140
4 C -0.009 -1.003 -1.245  C3 1.396, N5 1.434, H12 1.116
5 N 1.065 -1.138 -2.186  C4 1.434, H13 0.974, H14 0.982
6 N -0.214 2.375 -0.745  H10 1.034, H15 1.068, H17 0.987
7 H -0.151 -1.257 3.325  C1 1.128
8 H -0.937 0.293 2.943  C1 1.083
9 H -1.438 -1.249 0.974  C2 1.080
10 H -0.080 2.690 -1.721  N6 1.034
11 H 1.291 -0.008 0.137  C3 1.140
12 H -1.032 -1.356 -1.519  C4 1.116
13 H 1.430 -0.523 -2.846  N5 0.974
14 H 1.357 -2.071 -2.288  N5 0.982
15 H -0.826 1.507 -0.860  N6 1.068
16 H 0.754 0.207 2.648  C1 1.090
17 H -0.783 3.106 -0.402  N6 0.987